(1)
Formula: C26H27N7O6
Source: the Open Molecules 2025 dataset
Level of theory: wB97M-V/def2-TZVPD

Structure (ORCA input):
```
! wB97M-V def2-TZVPD RIJCOSX def2/J DEFGRID3
* xyz 0 1
O 26.274 -11.570 -0.623
N 26.171 -12.651 -1.162
O 25.350 -13.471 -0.852
C 27.070 -12.919 -2.271
C 26.946 -14.088 -2.997
C 27.817 -14.326 -4.050
C 28.852 -13.434 -4.359
C 28.997 -12.316 -3.570
C 28.058 -12.004 -2.593
H 26.109 -14.773 -2.980
H 27.636 -15.127 -4.754
H 29.409 -13.623 -5.267
H 29.846 -11.654 -3.692
H 28.285 -11.126 -2.005
O 17.079 -8.589 -10.588
N 17.422 -7.580 -9.992
O 16.758 -6.556 -9.956
C 18.710 -7.611 -9.307
C 19.608 -8.632 -9.547
C 20.848 -8.543 -8.936
C 21.170 -7.526 -8.050
C 20.270 -6.475 -7.860
C 19.016 -6.556 -8.453
H 19.338 -9.478 -10.162
H 21.536 -9.373 -9.048
H 22.111 -7.548 -7.517
H 20.477 -5.619 -7.235
H 18.308 -5.743 -8.372
O 24.841 -13.362 -6.864
N 24.514 -12.939 -5.772
O 24.352 -13.615 -4.781
C 24.369 -11.497 -5.600
C 24.598 -10.633 -6.658
C 24.484 -9.266 -6.543
C 24.001 -8.724 -5.347
C 23.782 -9.580 -4.266
C 23.952 -10.956 -4.391
H 25.074 -10.977 -7.570
H 24.658 -8.666 -7.425
H 23.887 -7.660 -5.189
H 23.466 -9.148 -3.326
H 23.882 -11.594 -3.516
C 23.278 -11.731 0.698
C 23.094 -11.598 -0.739
N 22.949 -11.447 -1.868
H 22.513 -11.205 1.263
H 24.241 -11.299 0.958
H 23.254 -12.784 0.972
C 25.267 -7.771 -1.273
C 24.608 -8.296 -0.084
N 24.108 -8.726 0.855
H 25.998 -8.505 -1.606
H 25.710 -6.795 -1.102
H 24.471 -7.661 -2.011
C 26.021 -4.437 -5.580
C 25.415 -5.611 -4.933
N 24.952 -6.518 -4.399
H 26.830 -4.066 -4.957
H 25.233 -3.726 -5.821
H 26.483 -4.612 -6.555
C 24.305 -9.444 -10.523
C 25.254 -8.626 -11.295
N 25.995 -7.998 -11.893
H 24.364 -10.364 -11.111
H 23.299 -9.035 -10.557
H 24.618 -9.587 -9.495
*
```

Calculated values
Structure (SMILES): O=[N+]([O-])c1ccccc1.O=[N+]([O-])c1ccccc1.O=[N+]([O-])c1ccccc1.CC#N.CC#N.CC#N.CC#N
HOMO energy, eV: -9.82
Lowest unoccupied orbital energy, eV: -0.64
Frontier orbital gap, eV: 9.1832

---

(2)
Formula: C26H27N8O2PPd
Source: the Open Molecules 2025 dataset
Level of theory: wB97M-V/def2-TZVPD

Structure (ORCA input):
```
! wB97M-V def2-TZVPD RIJCOSX def2/J DEFGRID3
* xyz 0 1
Pd -0.494 -0.323 0.017
C -2.043 -1.081 3.961
C -0.991 -0.881 4.854
C 0.244 -0.587 4.347
C 0.443 -0.481 2.951
N -0.585 -0.734 2.093
C -1.785 -1.005 2.610
N 1.704 -0.218 2.579
C 2.117 0.212 1.422
N 1.315 0.785 0.402
C 2.140 1.022 -0.721
N 1.735 1.379 -1.918
C 0.617 1.063 -2.545
C 0.469 1.622 -3.848
C -0.529 1.219 -4.680
C -1.410 0.222 -4.228
C -1.255 -0.256 -2.950
N -0.318 0.163 -2.084
C 3.480 0.734 -0.359
C 4.680 0.819 -1.067
C 5.831 0.382 -0.457
C 5.817 -0.139 0.849
C 4.645 -0.234 1.563
C 3.466 0.210 0.964
H -3.040 -1.285 4.315
H -1.144 -0.944 5.922
H 1.099 -0.412 4.981
H -2.584 -1.172 1.895
H 1.206 2.351 -4.139
H -0.634 1.639 -5.669
H -2.192 -0.166 -4.863
H -1.921 -1.028 -2.578
H 4.690 1.220 -2.067
H 6.769 0.435 -0.987
H 6.745 -0.480 1.286
H 4.610 -0.634 2.565
N -2.055 -1.427 -0.371
C -1.767 -2.692 -0.578
C -0.433 -3.229 -0.554
C -0.184 -4.526 -0.922
C -1.226 -5.373 -1.295
C -2.535 -4.898 -1.282
C -2.814 -3.603 -0.923
H 0.403 -2.575 -0.257
H 0.833 -4.891 -0.916
H -1.018 -6.390 -1.595
H -3.343 -5.560 -1.563
H -3.830 -3.234 -0.907
N 0.436 3.057 1.666
C -0.575 3.971 1.160
P -2.127 2.947 0.969
O -3.370 3.625 1.377
O -1.831 1.571 1.493
C -2.227 2.616 -0.911
N -2.955 1.340 -0.900
H 1.278 3.537 1.973
H 0.783 1.633 0.741
H 0.035 2.559 2.460
H -0.247 4.382 0.203
H -0.794 4.810 1.832
H -1.251 2.482 -1.373
H -2.793 3.383 -1.435
H -3.811 1.481 -0.352
H -2.340 0.645 -0.333
H -3.143 0.941 -1.824
*
```

Calculated values
HOMO energy, eV: -5.36
Lowest unoccupied orbital energy, eV: -1.84
Frontier orbital gap, eV: 3.5267

---

(3)
Formula: C26H28AgN2O8
Source: the Open Molecules 2025 dataset
Level of theory: wB97M-V/def2-TZVPD

Structure (ORCA input):
```
! wB97M-V def2-TZVPD RIJCOSX def2/J DEFGRID3
* xyz -1 1
Ag -0.965 0.087 -0.632
C -0.627 -3.261 -0.542
C 0.049 -2.295 -1.487
C 1.399 -1.970 -1.276
C 2.159 -2.628 -0.152
C 2.030 -1.030 -2.091
C 3.427 -0.569 -1.744
C 1.350 -0.476 -3.182
C 2.064 0.473 -4.116
C 0.012 -0.801 -3.406
C -0.766 -0.165 -4.533
C -0.641 -1.725 -2.568
C -2.057 -2.132 -2.912
H -0.417 -4.301 -0.814
H -1.704 -3.123 -0.524
H -0.285 -3.102 0.479
H 2.023 -2.067 0.777
H 3.225 -2.681 -0.370
H 1.813 -3.647 0.014
H 4.200 -1.221 -2.164
H 3.563 -0.548 -0.664
H 3.613 0.439 -2.109
H 1.931 1.517 -3.814
H 1.690 0.379 -5.133
H 3.133 0.271 -4.147
H -0.780 -0.805 -5.422
H -0.344 0.795 -4.820
H -1.792 0.023 -4.228
H -2.771 -1.345 -2.661
H -2.351 -3.047 -2.407
H -2.142 -2.311 -3.985
C 1.027 3.035 0.846
C -0.130 3.297 -0.050
N -0.812 2.383 -0.703
C -1.788 3.033 -1.415
C -1.681 4.380 -1.193
N -0.626 4.524 -0.326
C -2.401 5.591 -1.658
O -3.386 5.398 -2.486
O -2.038 6.683 -1.255
C -2.775 2.272 -2.258
O -3.616 2.971 -2.895
O -2.680 1.036 -2.270
H 1.088 1.964 1.043
H 0.913 3.561 1.796
H 1.959 3.368 0.383
H -0.325 5.421 0.019
H -3.512 4.355 -2.685
O -1.415 -0.793 1.463
C -0.318 -0.645 2.064
O 0.746 -0.228 1.559
C -0.292 -1.036 3.531
C -1.446 -1.491 4.155
C -1.454 -1.864 5.502
C -0.264 -1.752 6.177
O 0.020 -2.089 7.485
C 1.293 -1.499 7.719
O 1.934 -1.346 6.464
C 0.888 -1.301 5.559
C 0.913 -0.938 4.239
H -2.348 -1.546 3.562
H -2.349 -2.223 5.992
H 1.885 -2.154 8.355
H 1.151 -0.512 8.179
H 1.803 -0.589 3.735
*
```

Calculated values
HOMO energy, eV: -5.63
Lowest unoccupied orbital energy, eV: 2.51
Frontier orbital gap, eV: 8.1430

---

(4)
Formula: C26H28BF6NO2S
Source: the Open Molecules 2025 dataset
Level of theory: wB97M-V/def2-TZVPD

Structure (ORCA input):
```
! wB97M-V def2-TZVPD RIJCOSX def2/J DEFGRID3
* xyz 0 1
C -5.656 5.041 -0.305
C -4.714 3.903 -0.402
C -4.294 3.254 -1.546
C -3.373 2.182 -1.291
C -3.125 2.000 0.052
B -2.023 0.893 0.738
C -0.685 1.752 0.472
C -0.257 2.663 1.425
C 0.771 3.550 1.114
C 1.123 4.623 2.111
F 1.901 5.606 1.571
F -0.006 5.226 2.607
F 1.808 4.115 3.187
C 1.431 3.488 -0.105
C 1.015 2.538 -1.026
C 1.616 2.523 -2.404
F 1.710 1.248 -2.894
F 0.833 3.232 -3.285
F 2.866 3.070 -2.442
C -0.013 1.645 -0.735
O -2.415 0.784 2.100
C -3.716 0.286 2.361
C -4.402 -0.563 1.235
C -4.680 -1.933 1.830
C -5.711 0.103 0.861
C -3.589 -0.794 -0.078
O -2.295 -0.224 -0.116
S -3.921 3.227 0.995
H -6.011 5.304 -1.305
H -6.519 4.778 0.318
H -5.164 5.915 0.138
H -4.640 3.538 -2.541
H -2.914 1.599 -2.083
H -0.752 2.716 2.393
H 2.241 4.171 -0.334
H -0.307 0.902 -1.472
H -3.601 -0.318 3.279
H -4.340 1.163 2.615
H -5.184 -2.577 1.098
H -3.733 -2.406 2.121
H -5.321 -1.846 2.717
H -6.272 -0.537 0.166
H -6.326 0.272 1.755
H -5.517 1.070 0.385
H -3.429 -1.874 -0.237
H -4.159 -0.425 -0.951
C -0.641 -2.358 3.632
N -0.918 -2.539 2.199
C -1.053 -3.862 1.728
C -0.846 -4.966 2.590
C -0.996 -6.273 2.114
C -1.352 -6.504 0.779
C -1.554 -5.415 -0.079
C -1.401 -4.103 0.384
C -0.909 -1.435 1.401
H -1.448 -2.784 4.245
H 0.297 -2.854 3.923
H -0.559 -1.289 3.836
H -0.558 -4.808 3.630
H -0.831 -7.116 2.788
H -1.470 -7.524 0.407
H -1.830 -5.579 -1.120
H -1.547 -3.262 -0.291
H -0.644 -1.595 0.354
H -0.628 -0.522 1.931
*
```

Calculated values
HOMO energy, eV: -7.22
Lowest unoccupied orbital energy, eV: -1.72
Frontier orbital gap, eV: 5.4980

---

(5)
Formula: C26H28BN11OS2TcTe
Source: the Open Molecules 2025 dataset
Level of theory: wB97M-V/def2-TZVPD

Structure (ORCA input):
```
! wB97M-V def2-TZVPD RIJCOSX def2/J DEFGRID3
* xyz 0 4
Tc 11.383 -5.564 17.555
C 13.690 -2.296 19.211
C 12.494 -2.905 18.814
N 12.739 -4.009 18.112
N 14.084 -4.092 17.928
C 14.669 -3.097 18.622
B 14.621 -5.407 17.225
N 13.948 -5.430 15.819
C 14.416 -5.683 14.568
C 13.370 -5.668 13.644
C 12.227 -5.446 14.454
N 12.595 -5.381 15.747
N 14.248 -6.607 18.068
C 14.948 -7.596 18.708
C 14.073 -8.593 19.135
C 12.816 -8.076 18.783
N 12.921 -6.894 18.195
H 13.729 -1.358 19.713
H 11.482 -2.580 18.978
H 15.738 -2.992 18.561
H 15.799 -5.301 16.981
H 15.476 -5.793 14.381
H 13.472 -5.917 12.593
H 11.191 -5.361 14.128
H 16.015 -7.528 18.708
H 14.261 -9.560 19.600
H 11.842 -8.517 18.923
S 11.088 -2.051 15.202
C 9.880 -2.573 16.162
S 9.683 -4.357 16.451
C 8.799 -1.793 16.769
C 7.783 -2.345 17.554
N 6.919 -2.702 18.262
C 8.810 -0.392 16.738
N 8.691 0.753 16.767
C 7.300 -8.707 10.990
C 7.973 -8.642 12.371
C 7.236 -8.256 13.455
C 7.808 -8.066 14.738
C 6.954 -7.688 15.910
C 9.181 -8.234 14.912
Te 10.245 -7.809 16.778
C 9.963 -8.758 13.850
C 11.411 -9.129 14.033
C 9.322 -9.019 12.610
H 6.471 -7.963 10.922
H 6.827 -9.710 10.845
H 8.030 -8.535 10.180
H 6.128 -8.122 13.369
H 5.870 -7.697 15.630
H 7.238 -6.680 16.267
H 7.086 -8.385 16.791
H 12.042 -8.208 14.136
H 11.828 -9.740 13.200
H 11.594 -9.668 15.015
H 9.875 -9.448 11.818
C 7.807 -4.911 21.927
N 9.077 -5.282 21.214
C 10.364 -5.392 21.909
C 11.289 -5.637 20.714
O 12.490 -5.776 20.783
N 10.515 -5.608 19.522
C 9.233 -5.470 19.902
N 8.207 -5.542 19.051
H 7.814 -3.831 22.133
H 7.754 -5.513 22.843
H 6.912 -5.180 21.287
H 10.419 -6.291 22.579
H 10.760 -4.507 22.454
H 8.410 -5.638 18.051
H 7.321 -5.126 19.302
*
```

Calculated values
HOMO energy (alpha / beta), eV: -7.05 / -7.07
Lowest unoccupied orbital energy (alpha / beta), eV: -0.28 / -3.14
Frontier orbital gap (alpha / beta), eV: 6.7743 / 3.9293

---

(6)
Formula: C26H28BrN3O5Pt
Source: the Open Molecules 2025 dataset
Level of theory: wB97M-V/def2-TZVPD

Structure (ORCA input):
```
! wB97M-V def2-TZVPD RIJCOSX def2/J DEFGRID3
* xyz 2 5
Pt 0.014 0.417 2.615
O 0.451 1.583 6.486
C 0.143 1.435 5.343
N 0.455 0.368 4.518
C 1.284 -0.635 4.979
O 1.628 -0.812 6.110
C 1.807 -1.441 3.814
C 2.621 -2.541 4.044
C 3.175 -3.198 2.955
C 2.960 -2.672 1.689
C 2.152 -1.554 1.544
N 1.548 -0.977 2.581
C -0.660 2.427 4.531
C -0.851 3.748 4.909
C -1.390 4.631 3.933
C -2.001 4.138 2.829
C -2.170 2.651 2.730
N -1.098 1.947 3.375
H 2.790 -2.859 5.061
H 3.769 -4.087 3.097
H 3.405 -3.127 0.820
H 1.991 -1.112 0.570
H -0.474 4.094 5.857
H -1.294 5.697 4.080
H -2.428 4.752 2.054
H -3.110 2.410 3.291
C 1.391 -1.942 -4.772
C 0.432 -2.676 -3.824
C -0.826 -3.098 -4.619
C 1.140 -3.939 -3.316
C -0.023 -1.792 -2.701
C -0.421 -2.320 -1.461
C -0.597 -1.489 -0.388
Br -1.132 -2.176 1.309
C -0.345 -0.066 -0.477
O -0.046 0.645 0.518
C -0.392 0.472 -1.832
C -0.133 -0.400 -2.862
C -0.848 1.898 -2.057
C -0.595 2.367 -3.503
C -2.379 1.871 -1.838
C -0.218 2.905 -1.102
H 1.794 -2.641 -5.502
H 2.223 -1.514 -4.215
H 0.889 -1.155 -5.328
H -0.503 -3.733 -5.440
H -1.348 -2.235 -5.026
H -1.514 -3.657 -3.993
H 1.454 -4.536 -4.168
H 0.486 -4.565 -2.714
H 2.022 -3.686 -2.732
H -0.543 -3.383 -1.334
H 0.009 0.007 -3.849
H -1.170 1.779 -4.212
H 0.461 2.326 -3.751
H -0.919 3.399 -3.601
H -2.863 1.227 -2.568
H -2.774 2.878 -1.958
H -2.628 1.515 -0.842
H 0.866 2.908 -1.186
H -0.494 2.700 -0.067
H -0.595 3.899 -1.335
O -2.271 0.789 1.500
O -2.307 2.134 1.440
*
```

Calculated values
HOMO energy (alpha / beta), eV: -14.37 / -15.16
Lowest unoccupied orbital energy (alpha / beta), eV: -6.86 / -10.08
Frontier orbital gap (alpha / beta), eV: 7.5103 / 5.0836

---

(7)
Formula: C26H28CaN7O3
Source: the Open Molecules 2025 dataset
Level of theory: wB97M-V/def2-TZVPD

Structure (ORCA input):
```
! wB97M-V def2-TZVPD RIJCOSX def2/J DEFGRID3
* xyz 1 1
Ca -0.906 0.013 0.939
O 1.788 -3.419 -0.502
C 1.291 -3.618 -1.744
C 1.980 -4.493 -2.579
C 1.523 -4.732 -3.858
C 0.370 -4.106 -4.332
C -0.313 -3.237 -3.512
C 0.129 -2.974 -2.207
C -0.598 -2.020 -1.361
O -0.181 -1.804 -0.149
N -1.643 -1.394 -1.881
N -2.120 -0.472 -1.004
C -3.184 0.160 -1.328
C -3.661 1.229 -0.445
C -4.795 1.961 -0.773
C -5.187 3.010 0.040
C -4.433 3.304 1.165
C -3.324 2.519 1.430
N -2.934 1.504 0.660
H 1.140 -2.840 -0.049
H 2.869 -4.976 -2.195
H 2.066 -5.418 -4.496
H 0.016 -4.300 -5.335
H -1.207 -2.737 -3.856
H -3.709 -0.058 -2.254
H -5.354 1.706 -1.663
H -6.065 3.594 -0.203
H -4.692 4.120 1.824
H -2.716 2.718 2.306
C -0.084 -1.518 3.276
C 0.069 -0.246 3.821
C -1.047 0.561 4.036
C -2.316 0.087 3.721
C -2.473 -1.189 3.187
C -1.356 -1.990 2.958
H 0.783 -2.141 3.097
H 1.054 0.113 4.092
H -0.927 1.544 4.473
H -3.186 0.705 3.901
H -3.461 -1.556 2.943
H -1.467 -2.973 2.519
O -1.523 3.681 -2.655
C -1.246 3.159 -1.701
C 1.562 0.740 -1.046
N 2.876 1.163 -1.485
C 3.877 0.322 -0.822
N 3.792 0.441 0.638
C 2.467 0.034 1.059
N 1.393 0.867 0.440
C 1.672 2.285 0.797
N 2.989 2.717 0.374
C 3.088 2.553 -1.081
C 3.989 1.846 1.002
H 1.409 -0.304 -1.319
H 0.801 1.353 -1.534
H 4.872 0.628 -1.146
H 3.718 -0.720 -1.106
H 2.396 0.128 2.145
H 2.300 -1.006 0.773
H 1.592 2.391 1.883
H 0.917 2.917 0.322
H 4.077 2.874 -1.407
H 2.339 3.186 -1.563
H 3.923 1.949 2.087
H 4.983 2.161 0.684
*
```

Calculated values
HOMO energy, eV: -10.42
Lowest unoccupied orbital energy, eV: -3.41
Frontier orbital gap, eV: 7.0130